(1)
218
Properties=species:S:1:pos:R:3:lowdin_charge:R:1 method="wB97M-V/def2-TZVPD" spin_multiplicity=1 orbital_gap_ev=8.542 de_lowest_kcal_mol=72.1 total_energy_ha=-3580.32246 smiles=CC1(C)CCCC(C)(C)N1O.CC1(C)CCCC(C)(C)N1O.CC1(C)CCCC(C)(C)N1O.COC[C@H](C)N.COC[C@H](C)N.COC[C@H](C)N.COC[C@H](C)N.CC(C)O.CC(C)O.CC(C)O.CC(C)O.CC(C)O e_homo_ev=-8.02 mol_weight_da=1128.80 lumo_ev=0.5 fmax_ha_per_bohr=0.0764
C 4.00440 2.18005 -3.72015 -0.044
C 3.65511 0.75830 -4.19008 -0.376
C 4.71154 -0.24482 -3.72245 -0.182
O 6.02826 0.19998 -4.11803 -0.220
C 6.40888 -0.27874 -5.40041 -0.101
N 2.34998 0.33303 -3.62582 0.060
H 5.04411 2.49906 -3.89214 0.089
H 3.86398 2.28549 -2.67498 0.066
H 3.39190 2.86031 -4.25504 0.041
H 3.46933 0.83754 -5.27484 0.135
H 4.51043 -1.21193 -4.18144 0.113
H 4.74157 -0.17936 -2.60263 0.121
H 6.42572 -1.40330 -5.38662 0.103
H 7.41923 0.06392 -5.51839 0.078
H 5.80050 0.11182 -6.21607 0.084
H 2.34531 0.66040 -2.70627 0.041
H 1.55883 0.79533 -4.14076 0.063
C 0.18688 0.55637 -6.93861 -0.026
C -0.46669 1.56145 -6.01504 -0.438
C -1.93896 1.77875 -6.24765 -0.246
O -2.36878 2.75615 -5.39657 -0.197
C -3.73576 2.98031 -5.45112 -0.101
N -0.23488 1.37275 -4.61453 0.056
H -0.26132 -0.39186 -6.68033 0.062
H 1.29379 0.50962 -6.80092 0.089
H -0.08953 0.68530 -7.95793 0.069
H -0.10012 2.56540 -6.25037 0.142
H -2.44294 0.85485 -5.97379 0.129
H -2.12951 1.98858 -7.22722 0.102
H -4.03216 3.16823 -6.48538 0.089
H -3.98961 3.92064 -4.91749 0.097
H -4.27106 2.11902 -4.98089 0.100
H -0.75443 0.49677 -4.27427 0.096
H -0.77293 2.03515 -4.06143 0.066
C -5.97657 5.66619 3.15060 -0.052
C -6.31561 4.29983 2.54663 -0.422
C -5.60096 4.19424 1.26552 -0.237
O -5.96087 2.91587 0.74532 -0.193
C -5.31484 2.52948 -0.49106 -0.076
N -5.81378 3.25336 3.47070 0.061
H -6.61716 6.41538 2.67331 0.084
H -4.97529 5.86303 2.92464 0.054
H -6.15350 5.68857 4.23237 0.087
H -7.43458 4.28103 2.38857 0.156
H -4.56313 4.26114 1.42895 0.102
H -5.86328 5.08525 0.63301 0.149
H -4.24166 2.58954 -0.31362 0.069
H -5.52789 3.07972 -1.42201 0.086
H -5.61446 1.45528 -0.55757 0.097
H -6.39977 3.28797 4.29570 0.092
H -5.86862 2.35827 3.08647 0.057
C 5.56194 -2.77890 0.85465 -0.037
C 5.50752 -1.55515 -0.07690 -0.453
C 5.92970 -0.33286 0.67697 -0.211
O 7.29435 -0.58085 1.09325 -0.223
C 8.14115 0.58765 1.09867 -0.094
N 6.28171 -1.88120 -1.28242 0.051
H 4.74780 -3.42894 0.61123 0.057
H 5.31129 -2.35138 1.86034 0.068
H 6.54420 -3.25218 0.86277 0.085
H 4.48654 -1.29170 -0.37969 0.117
H 5.27991 -0.08158 1.51729 0.114
H 5.94490 0.59511 0.04936 0.125
H 9.07816 0.22798 1.56939 0.088
H 7.67271 1.33570 1.79441 0.086
H 8.30131 0.99664 0.05953 0.098
H 7.15654 -2.25448 -0.91657 0.067
H 6.46258 -1.07685 -1.92945 0.070
C -2.58805 -6.23864 -2.11066 -0.014
C -3.85672 -6.22661 -1.27387 -0.563
C -3.72710 -7.15649 -0.05774 -0.160
C -2.78471 -6.67725 1.00167 -0.191
C -3.41648 -5.42189 1.54319 -0.169
C -3.51036 -4.30529 0.50907 -0.454
N -4.18969 -4.91704 -0.72963 -0.095
O -4.42587 -3.94102 -1.70575 -0.043
C -4.47982 -3.20835 1.01209 -0.036
C -2.10981 -3.66480 0.30805 -0.011
C -5.05176 -6.68841 -2.04351 -0.038
H -2.36009 -7.20597 -2.55293 0.089
H -1.79671 -5.78893 -1.55413 0.055
H -2.71742 -5.55507 -2.99268 0.092
H -4.67057 -7.28029 0.37945 0.097
H -3.40322 -8.15347 -0.47086 0.142
H -1.75479 -6.53655 0.69174 0.102
H -2.86982 -7.48366 1.79130 0.135
H -2.83189 -5.08423 2.45321 0.131
H -4.36101 -5.66173 2.05515 0.126
H -5.54533 -3.48843 1.22649 0.100
H -4.02952 -2.79575 1.93578 0.082
H -4.57965 -2.43334 0.23310 0.072
H -1.88898 -2.96840 1.08073 0.048
H -1.30337 -4.46810 0.30720 0.099
H -2.04306 -3.07390 -0.61011 0.051
H -4.87085 -7.69939 -2.47689 0.103
H -5.31122 -5.95254 -2.75760 0.064
H -5.89729 -6.77543 -1.32148 0.102
H -3.53264 -3.55822 -1.97181 0.075
C 0.39812 -2.41400 7.83613 -0.042
C 0.34689 -2.87803 6.37449 -0.463
C -0.67935 -2.07784 5.53743 -0.122
C -0.54359 -2.32714 4.03575 -0.187
C 0.85476 -1.97140 3.58715 -0.148
C 1.95753 -2.79982 4.34157 -0.477
N 1.73630 -2.67406 5.83075 -0.125
O 2.64666 -3.44094 6.52220 -0.041
C 1.87171 -4.24795 3.85367 -0.049
C 3.38109 -2.23113 4.06929 -0.020
C -0.01745 -4.39293 6.39057 -0.033
H 0.95198 -1.44812 7.80808 0.096
H 0.85275 -3.09722 8.51529 0.069
H -0.55359 -2.10286 8.24242 0.077
H -1.66529 -2.26898 5.89791 0.108
H -0.47340 -1.04105 5.66273 0.100
H -1.28416 -1.69896 3.57245 0.090
H -0.79064 -3.31183 3.64007 0.099
H 1.19580 -0.92698 3.86198 0.125
H 1.06765 -2.03763 2.48405 0.123
H 0.99078 -4.85096 4.08628 0.058
H 2.05281 -4.39918 2.75377 0.098
H 2.58475 -4.83762 4.44788 0.083
H 3.67879 -2.50483 3.04177 0.056
H 3.31209 -1.08921 4.02577 0.089
H 4.11758 -2.57881 4.79143 0.078
H 0.74383 -5.15021 6.45578 0.077
H -0.70367 -4.58981 5.52879 0.081
H -0.69812 -4.59202 7.18206 0.062
H 3.17850 -2.80514 7.04794 0.126
C -1.12636 4.67647 0.44092 -0.031
C -0.97343 5.46029 -0.90647 -0.515
C -0.35512 6.81023 -0.55213 -0.167
C 0.11100 7.58480 -1.75394 -0.180
C 1.04954 6.65038 -2.53377 -0.118
C 0.40856 5.28321 -3.00600 -0.452
N -0.12124 4.69129 -1.77198 -0.122
O -0.71062 3.46684 -2.03877 -0.030
C -0.64719 5.48325 -4.12854 -0.006
C 1.52695 4.28699 -3.37465 -0.035
C -2.42684 5.72336 -1.38665 -0.018
H -0.16375 4.11809 0.62315 0.092
H -1.88907 3.89917 0.31439 0.060
H -1.32301 5.40045 1.25616 0.089
H -1.07284 7.45275 -0.03695 0.122
H 0.44892 6.71230 0.15358 0.116
H 0.73662 8.46177 -1.39241 0.131
H -0.67172 8.00658 -2.36553 0.093
H 1.94950 6.54401 -2.03321 0.088
H 1.36431 7.11583 -3.46256 0.114
H -0.20732 5.51017 -5.15423 0.095
H -1.33446 4.67870 -4.12768 0.037
H -1.21221 6.44037 -4.01070 0.082
H 2.24691 4.34525 -2.59390 0.073
H 1.12312 3.32752 -3.52342 0.045
H 2.08128 4.75130 -4.19841 0.093
H -3.03606 5.85644 -0.48618 0.077
H -2.79814 4.85330 -1.94537 0.078
H -2.33448 6.57850 -2.05189 0.063
H -0.18688 2.85755 -1.52517 0.058
C 1.83250 0.79666 0.56882 -0.035
C 0.57585 0.17120 -0.05898 -0.403
C -0.66515 0.12650 0.87701 -0.029
O 0.22175 0.96264 -1.25888 -0.115
H 2.16106 0.23516 1.46134 0.075
H 1.68237 1.83661 0.82539 0.076
H 2.67324 0.68667 -0.08852 0.050
H 0.85908 -0.82498 -0.51486 0.141
H -1.51563 -0.53106 0.51006 0.086
H -1.08116 1.14970 1.09252 0.089
H -0.21066 -0.21261 1.79982 0.034
H -0.31026 0.42188 -1.87568 0.054
C 4.61712 3.37044 3.28787 -0.047
C 5.07543 2.61664 4.58245 -0.505
C 4.42914 3.23335 5.75842 -0.077
O 4.69948 1.27731 4.31474 -0.070
H 3.61131 2.93459 3.04904 0.088
H 5.25471 3.11215 2.46441 0.049
H 4.47794 4.47171 3.35667 0.086
H 6.21428 2.63536 4.69555 0.154
H 3.38181 3.33473 5.68184 0.071
H 4.78103 4.23861 5.92515 0.083
H 4.59322 2.64430 6.64717 0.077
H 5.18336 0.74811 4.95763 0.089
C -4.17833 0.38172 5.43045 -0.043
C -3.41492 1.66086 5.68567 -0.489
C -2.32991 1.78254 4.68650 -0.057
O -4.21433 2.85408 5.72068 -0.044
H -4.49290 0.31503 4.40047 0.069
H -5.00149 0.16789 6.05694 0.061
H -3.42918 -0.45947 5.61505 0.091
H -2.93944 1.63466 6.63052 0.123
H -2.70829 1.57874 3.71827 0.061
H -1.68501 0.95038 4.88956 0.062
H -1.92797 2.78028 4.66708 0.090
H -4.68175 2.96168 4.93286 -0.029
C -3.21694 -1.14473 -2.95158 -0.017
C -1.92533 -1.93802 -3.16122 -0.523
C -1.78512 -2.58021 -4.47628 -0.029
O -0.85895 -1.05785 -2.94552 -0.098
H -4.06316 -1.74459 -3.21584 0.071
H -3.14238 -0.23051 -3.54259 0.076
H -3.27047 -0.87317 -1.88580 0.085
H -1.91881 -2.68059 -2.36833 0.086
H -2.72131 -2.91548 -4.92090 0.093
H -1.05921 -3.39923 -4.35298 0.089
H -1.32353 -1.87205 -5.14133 0.066
H 0.01201 -1.49616 -3.07327 0.045
C 2.07311 -3.90115 -1.68662 -0.043
C 2.42305 -3.17865 -2.95168 -0.472
C 2.59344 -4.17596 -4.10242 -0.044
O 1.41976 -2.23500 -3.31326 -0.106
H 2.32724 -3.45597 -0.79038 0.034
H 2.58428 -4.93406 -1.73401 0.114
H 1.01177 -4.12040 -1.74775 0.074
H 3.33731 -2.66299 -2.70069 0.115
H 3.03194 -3.66249 -4.99451 0.089
H 1.66539 -4.62974 -4.42096 0.075
H 3.28036 -4.94616 -3.85435 0.058
H 1.84666 -1.36594 -3.53327 0.048

(2)
10
Properties=species:S:1:pos:R:3:nbo_charge:R:1 method="wB97M-V/def2-TZVPD" spin_multiplicity=1 orbital_gap_ev=9.342 de_lowest_kcal_mol=35.9 total_energy_ha=-715.63901 e_homo_ev=-8.61 mol_weight_da=117.13 lumo_ev=0.7 fmax_ha_per_bohr=0.0872
C -0.61950 -0.55631 -0.18165 0.385
C 0.40920 0.41945 0.02634 -0.136
H -2.25090 -1.43307 0.49812 0.500
H 0.22773 -0.00063 -2.93544 0.402
H 1.54745 1.83407 1.17582 0.160
N -0.79637 -0.95292 -1.37719 -0.304
N 0.18071 -0.26514 -1.95802 -0.170
N 0.87873 0.55333 -1.23441 -0.233
O -1.46770 -0.87897 0.84975 -0.682
S 0.72736 0.75660 1.71142 0.078

(3)
37
Properties=species:S:1:pos:R:3:nbo_charge:R:1 method="wB97M-V/def2-TZVPD" spin_multiplicity=1 orbital_gap_ev=9.648 total_energy_ha=-1539.65311 e_homo_ev=-9.89 mol_weight_da=394.23 lumo_ev=-0.2 fmax_ha_per_bohr=0.1052
C 5.27177 1.01937 -0.28067 -0.652
C 4.33315 -0.10719 0.26126 0.074
O 4.74029 -0.47379 1.58119 -0.706
C 2.81854 0.34063 0.31003 -0.095
O 2.17147 -0.25375 -0.81431 -0.541
C 0.95240 -0.90427 -0.43462 0.066
C 0.58571 -1.80396 -1.64291 -0.105
O -0.58404 -2.62490 -1.46631 -0.653
S -1.64419 -2.03315 -0.36116 2.250
O -3.01320 -2.38288 -0.81915 -0.923
O -1.39029 -2.61721 0.97373 -0.906
C -1.59812 -0.17620 -0.31817 -0.331
I -2.22321 0.58022 -2.24279 0.205
C -2.48937 0.22125 0.90409 -0.467
C -3.59489 1.28653 0.63757 -0.442
C -4.92671 0.67383 0.06779 -0.066
O -6.03577 1.43721 0.54208 -0.718
C -0.08487 0.22881 -0.12078 -0.497
H 6.19282 0.98675 0.33668 0.222
H 4.83456 2.03032 -0.17803 0.202
H 5.57462 0.87483 -1.33090 0.227
H 4.43552 -0.97315 -0.41566 0.193
H 4.86140 0.35962 2.03981 0.458
H 2.83320 1.44503 0.17047 0.173
H 2.35492 0.10539 1.28232 0.191
H 1.17403 -1.48826 0.48094 0.208
H 1.43195 -2.50653 -1.77606 0.215
H 0.55873 -1.20532 -2.57505 0.206
H -1.90097 0.57019 1.77303 0.230
H -3.01603 -0.68778 1.25806 0.257
H -3.88433 1.68130 1.63693 0.216
H -3.25647 2.16540 0.06003 0.214
H -5.03058 -0.37463 0.39475 0.184
H -4.93599 0.67286 -1.03756 0.174
H -5.72662 2.29771 0.81141 0.462
H 0.18165 1.15429 -0.66236 0.248
H 0.02889 0.48146 0.95434 0.224

(4)
17
Properties=species:S:1:pos:R:3:lowdin_spin:R:1 method="wB97M-V/def2-TZVPD" spin_multiplicity=2 orbital_gap_ev="8.497 / 8.024" total_energy_ha=-798.65615 e_homo_ev="-11.98 / -12.00" mol_weight_da=274.89 lumo_ev="-3.5 / -4.0" fmax_ha_per_bohr=0.0479 total_charge=+1
O -3.36886 -2.61331 6.00816 0.000
C -2.58500 -2.38040 5.19947 0.000
O -1.80714 -2.18202 4.35551 0.000
O 0.40377 -1.25792 1.32420 0.261
Li -0.77305 -1.73267 2.74202 0.007
O -1.16182 2.68572 -2.28282 0.000
C -0.11857 1.99507 -2.24919 0.001
O 1.05530 2.42794 -2.31111 0.002
O -0.32420 0.64994 -2.14075 0.011
C 0.80768 -0.19784 -2.02739 0.017
C 1.40893 -0.15003 -0.56572 0.121
C 0.36837 -0.89094 0.18582 0.563
Ag 0.16914 4.60566 -2.46675 0.000
H 1.59438 0.10338 -2.72979 0.000
H 0.48039 -1.18347 -2.37991 0.005
H 1.51665 0.86614 -0.16304 0.004
H 2.33403 -0.74524 -0.49871 0.008

(5)
90
Properties=species:S:1:pos:R:3:lowdin_charge:R:1 method="wB97M-V/def2-TZVPD" spin_multiplicity=1 orbital_gap_ev=8.181 de_lowest_kcal_mol=0.0 total_energy_ha=-3307.32912 e_homo_ev=-10.43 mol_weight_da=869.60 lumo_ev=-2.2 fmax_ha_per_bohr=0.0039 total_charge=+1
Sn -0.46924 0.45859 -2.07063 1.314
C 5.76403 1.66556 -0.12445 -0.071
N 4.55023 1.23951 -0.79875 -0.131
C 3.28219 1.48879 -0.45864 -0.193
N 2.46041 0.77045 -1.19762 0.014
C 3.31411 0.06818 -1.99217 -0.219
N 4.58461 0.31684 -1.77795 0.132
C 6.26489 0.60772 0.82817 -0.196
C 7.59947 0.23242 0.83165 -0.022
C 8.05486 -0.72494 1.73120 -0.047
C 7.17882 -1.31756 2.62183 -0.005
C 5.83469 -0.94813 2.61018 -0.132
C 5.38466 0.01280 1.71879 0.030
C 4.90475 -1.56789 3.54676 -0.286
N 5.16419 -2.42205 4.47358 0.129
N 3.96128 -2.71051 5.09005 0.127
C 3.06276 -2.01185 4.48908 -0.289
O 3.58328 -1.25247 3.49130 0.131
C 1.62917 -1.97697 4.76488 -0.129
C 1.13599 -2.77596 5.79095 -0.009
C -0.21961 -2.77843 6.06457 -0.050
C -1.08216 -1.99696 5.31469 -0.035
C -0.59611 -1.19452 4.28818 -0.190
C -1.59528 -0.37082 3.50495 -0.061
N -1.05817 0.22805 2.29088 -0.112
C -1.00013 -0.29373 1.07194 -0.093
N -0.51088 0.61299 0.23775 -0.022
C -0.28065 1.69702 1.03009 -0.181
N -0.59639 1.49726 2.28183 0.151
C 0.76496 -1.17627 4.01748 0.035
H 5.52594 2.59311 0.39896 0.136
H 6.51281 1.89092 -0.88146 0.130
H 3.01605 2.19887 0.30825 0.132
H 2.99066 -0.63191 -2.74435 0.107
H 8.28712 0.68397 0.12731 0.117
H 9.09679 -1.01380 1.72858 0.113
H 7.51440 -2.06708 3.32490 0.120
H 4.33687 0.28643 1.71771 0.116
H 1.82200 -3.38967 6.35780 0.120
H -0.60686 -3.39876 6.86114 0.114
H -2.14483 -2.01306 5.52731 0.120
H -1.97636 0.45813 4.09999 0.141
H -2.44393 -0.98868 3.21106 0.137
H -1.30325 -1.29192 0.80777 0.140
H 0.10845 2.63245 0.66641 0.115
H 1.16413 -0.55247 3.22829 0.117
O -4.38773 4.36772 -0.57431 0.067
C -5.03105 3.19238 -0.57579 -0.259
C -6.37015 3.20045 -0.17759 -0.002
C -7.09945 2.03321 -0.14603 -0.066
C -6.51224 0.81927 -0.50534 -0.085
C -5.19456 0.80477 -0.90243 -0.030
C -4.43069 1.97822 -0.95693 -0.074
C -3.03002 1.89902 -1.39579 -0.405
O -2.58176 0.74958 -1.81630 -0.278
N -2.28796 2.97301 -1.33350 0.016
N -0.98736 2.76193 -1.77099 -0.224
C -0.32717 3.83841 -2.00767 -0.920
S -1.03653 5.42370 -1.88278 0.995
C 0.51560 6.31460 -2.18881 -0.501
C 1.37048 5.47255 -3.11431 -0.501
S 1.35461 3.77262 -2.48319 0.914
H -3.45447 4.20737 -0.82837 0.043
H -6.80713 4.14802 0.10590 0.123
H -8.13556 2.06128 0.16516 0.110
H -7.08393 -0.09760 -0.47075 0.102
H -4.72395 -0.13243 -1.16551 0.096
H 1.01686 6.50103 -1.24023 0.082
H 0.25871 7.26756 -2.64883 0.086
H 2.40593 5.80957 -3.12310 0.086
H 0.98441 5.47919 -4.13237 0.085
O -1.22118 -1.73472 -1.39506 -0.187
C -2.03773 -2.46286 -2.00966 -0.455
C -1.81598 -3.94711 -2.08729 -0.086
C -1.51372 -4.42658 -3.51530 -0.176
C -2.75202 -4.59578 -4.39001 -0.205
C -3.54505 -3.31942 -4.64701 -0.179
C -4.09762 -2.66358 -3.38774 -0.155
N -3.09224 -1.93315 -2.61940 0.107
H -2.69980 -4.46734 -1.70546 0.130
H -0.98352 -4.16748 -1.42250 0.124
H -1.00604 -5.38906 -3.44130 0.116
H -0.80132 -3.74211 -3.98601 0.123
H -3.41217 -5.33257 -3.91938 0.118
H -2.45344 -5.02541 -5.34775 0.115
H -4.38700 -3.55475 -5.30111 0.117
H -2.93182 -2.58688 -5.18031 0.121
H -4.58326 -3.40643 -2.74794 0.128
H -4.85933 -1.93216 -3.65312 0.127
H -3.20246 -0.93165 -2.48403 0.095